(1)
A structure of composition C6H11N2. Source: the Open Molecules 2025 dataset; level of theory: ωB97M-V/def2-TZVPD.

For the energy above the lowest of the compared OMol25 structures with the same formula, charge and spin, the calculation gives 4.943 eV. The total energy comes out at -9369.7919 eV. As for the HOMO energy: -0.5347 Eh. The calculation puts the HOMO-LUMO gap at 0.25998 Eh.

Geometry as ORCA input:
```
! wB97M-V def2-TZVPD RIJCOSX def2/J DEFGRID3
* xyz 1 1
C 0.6016 0.0201 -2.3737
C -0.4748 -0.9206 -1.8031
C -0.3264 -1.2605 -0.3110
C -0.0313 -0.0245 0.6035
C 0.7177 -0.3399 1.7186
N 0.4942 0.8195 2.6468
C -0.4501 1.5503 1.7938
N -0.6641 1.1129 0.4593
H 0.7449 0.0222 -3.4411
H 0.4144 1.0861 -1.9414
H 1.5504 -0.1576 -1.9210
H -1.5479 -0.4546 -1.9302
H -0.6432 -1.8772 -2.4430
H -1.2974 -1.6878 0.0379
H 0.5064 -1.9759 -0.1100
H 1.0127 -1.3441 2.1277
H 1.3119 1.3143 2.9044
H -0.4638 2.7360 1.7344
H -1.4552 1.3810 2.2483
*
```

These are the Löwdin partial charges, in e, on atoms 1 to 8: atom 1 (C): -0.1066, atom 2 (C): -0.2647, atom 3 (C): -0.1448, atom 4 (C): -0.3106, atom 5 (C): 0.1762, atom 6 (N): 0.1529, atom 7 (C): -0.2297, atom 8 (N): 0.2644

(2)
A cluster of 8 separate species, C39H41F3N11O in total. Source: the Open Molecules 2025 dataset; level of theory: ωB97M-V/def2-TZVPD.

The total energy comes out at -67691.6357 eV. As for the HOMO energy: -0.3892 Eh. The calculation puts the HOMO-LUMO gap at 0.25916 Eh.

Geometry as ORCA input:
```
! wB97M-V def2-TZVPD RIJCOSX def2/J DEFGRID3
* xyz 1 1
N -2.1941 9.5267 2.6265
C -1.8274 8.2527 2.7980
N -0.7337 7.6787 2.2811
C -0.7556 6.4186 2.6915
C 0.2497 5.3605 2.3549
O -0.2271 4.5061 1.3252
C -0.4013 5.0264 0.0775
F 0.4329 6.0366 -0.1773
F -0.2164 4.0746 -0.8003
F -1.6648 5.4914 -0.0651
N -1.8326 6.1857 3.4514
N -2.5064 7.3575 3.5446
H -1.4652 10.2063 2.4693
H -3.1486 9.8214 2.5103
H 0.4063 4.7180 3.2284
H 1.2103 5.8229 2.1198
H -2.1259 5.3290 3.9010
H -3.3530 7.4826 4.0804
N -2.6369 1.0390 -4.5550
C -1.6521 1.3002 -5.4120
C -0.7849 2.3739 -5.2734
C -0.9550 3.2203 -4.1903
C -1.9787 2.9635 -3.2925
C -2.7886 1.8617 -3.5208
H -1.5551 0.6155 -6.2467
H 0.0015 2.5411 -5.9965
H -0.2977 4.0697 -4.0471
H -2.1513 3.5997 -2.4368
H -3.6023 1.6227 -2.8429
N 1.9748 3.0977 4.1372
C 2.8765 2.5975 4.9824
C 3.4373 1.3379 4.8383
C 3.0509 0.5437 3.7674
C 2.1156 1.0555 2.8795
C 1.6213 2.3273 3.1085
H 3.1569 3.2365 5.8120
H 4.1633 0.9867 5.5586
H 3.4605 -0.4524 3.6266
H 1.7782 0.4811 2.0279
H 0.8779 2.7493 2.4425
N -0.2777 6.3657 -9.5694
C 1.0142 6.0943 -9.4048
C 1.5631 5.6732 -8.2018
C 0.7197 5.5302 -7.1126
C -0.6281 5.8108 -7.2671
C -1.0749 6.2226 -8.5142
H 1.6393 6.2204 -10.2817
H 2.6212 5.4639 -8.1263
H 1.1090 5.2060 -6.1547
H -1.3194 5.7122 -6.4407
H -2.1226 6.4492 -8.6782
N 4.0941 -2.6433 3.9232
C 4.9091 -2.6367 4.9764
C 5.4821 -3.7788 5.5122
C 5.1921 -4.9993 4.9244
C 4.3451 -5.0232 3.8286
C 3.8257 -3.8242 3.3678
H 5.1134 -1.6640 5.4129
H 6.1374 -3.7109 6.3694
H 5.6113 -5.9161 5.3167
H 4.0887 -5.9527 3.3400
H 3.1603 -3.8051 2.5118
N 3.9865 -7.7733 7.2175
C 4.7987 -7.7684 8.2725
C 5.3740 -8.9122 8.8051
C 5.0893 -10.1311 8.2110
C 4.2441 -10.1534 7.1135
C 3.7221 -8.9521 6.6578
H 4.9954 -6.7969 8.7136
H 6.0272 -8.8460 9.6642
H 5.5173 -11.0470 8.5971
H 3.9917 -11.0811 6.6188
H 3.0565 -8.9310 5.8017
N -7.4907 -2.6089 -3.6980
C -7.2143 -1.8855 -4.7813
C -6.0347 -1.1751 -4.9507
C -5.0855 -1.2137 -3.9414
C -5.3623 -1.9658 -2.8096
C -6.5720 -2.6411 -2.7363
H -7.9787 -1.8773 -5.5506
H -5.8640 -0.6051 -5.8540
H -4.1533 -0.6686 -4.0425
H -4.6508 -2.0335 -1.9963
H -6.8169 -3.2440 -1.8679
N -2.7653 -7.3095 -3.4696
C -3.8215 -6.5048 -3.5603
C -3.7438 -5.1223 -3.4691
C -2.5004 -4.5444 -3.2756
C -1.3908 -5.3690 -3.1798
C -1.5774 -6.7397 -3.2834
H -4.7775 -6.9933 -3.7128
H -4.6343 -4.5163 -3.5564
H -2.3988 -3.4682 -3.2054
H -0.3995 -4.9626 -3.0310
H -0.7331 -7.4172 -3.2165
*
```

These are the Löwdin partial charges, in e, on atoms 1 to 8: atom 1 (N): 0.2025, atom 2 (C): -0.3588, atom 3 (N): 0.2356, atom 4 (C): -0.2193, atom 5 (C): -0.0708, atom 6 (O): 0.0400, atom 7 (C): -0.7117, atom 8 (F): 0.1832

(3)
A structure of composition C26H29IN2O4P2Pd. Source: the Open Molecules 2025 dataset; level of theory: ωB97M-V/def2-TZVPD.

For the energy above the lowest of the compared OMol25 structures with the same formula, charge and spin, the calculation gives 0.602 eV. The total energy comes out at -68762.4926 eV. As for the HOMO energy (alpha / beta): 0.0516 / 0.0581 Eh. The calculation puts the HOMO-LUMO gap (alpha / beta) at 0.11406 / 0.10811 Eh.

Geometry as ORCA input:
```
! wB97M-V def2-TZVPD RIJCOSX def2/J DEFGRID3
* xyz -2 1
Pd 0.7315 -1.0679 0.1773
O -1.7351 -2.3280 0.5001
C -1.2879 -1.1954 0.7994
C -1.9482 -0.0319 1.1692
C -3.2389 -0.0864 1.8267
C -3.7879 1.0188 2.3985
C -3.1210 2.2828 2.3731
C -1.8921 2.3735 1.7352
C -1.2847 1.2627 1.1582
P 0.1897 1.2203 0.1735
C -0.3254 1.6186 -1.5632
C -1.5729 2.2005 -1.7969
C -1.9881 2.5104 -3.0843
C -1.1582 2.2513 -4.1670
C 0.0803 1.6627 -3.9477
C 0.4871 1.3398 -2.6615
C 1.0211 2.7774 0.6046
C 1.5358 3.7017 -0.3074
C 2.2692 4.7936 0.1281
C 2.5288 4.9829 1.4793
C 2.0513 4.0505 2.3963
C 1.3253 2.9579 1.9638
H -3.7535 -1.0419 1.8500
H -4.7589 0.9507 2.8841
H -3.5674 3.1528 2.8428
H -1.3818 3.3319 1.6877
H -2.2236 2.3948 -0.9519
H -2.9623 2.9612 -3.2415
H -1.4806 2.4991 -5.1731
H 0.7316 1.4481 -4.7888
H 1.4516 0.8710 -2.4970
H 1.3395 3.5664 -1.3642
H 2.6497 5.5088 -0.5936
H 3.0962 5.8426 1.8167
H 2.2673 4.1714 3.4523
H 0.9577 2.2227 2.6711
C 0.7355 -1.1702 3.6041
O 0.4279 -2.4991 3.2040
P 0.7554 -3.0972 1.6960
O -0.0183 -4.5083 1.9713
C -1.3668 -4.6185 2.3975
O 2.1950 -3.8773 1.9785
C 3.4072 -3.2544 1.5869
H -0.1203 -0.7650 4.1472
H 0.9351 -0.5309 2.7372
H 1.6196 -1.1752 4.2527
H -1.7291 -5.5927 2.0600
H -1.9851 -3.8304 1.9705
H -1.4221 -4.5668 3.4898
H 4.0439 -3.1068 2.4652
H 3.2359 -2.2886 1.1149
H 3.9389 -3.8966 0.8775
I 3.3280 -0.3552 -0.8808
C 1.7941 -3.0073 -3.0209
C 0.4585 -2.3531 -3.0208
N -0.2198 -1.9803 -1.9652
C -1.4411 -1.5370 -2.4096
C -1.4988 -1.6244 -3.7652
N -0.2826 -2.1526 -4.1513
H 2.0715 -3.1942 -1.9868
H 2.5617 -2.3676 -3.4565
H 1.7582 -3.9554 -3.5682
H -2.1870 -1.1850 -1.7148
H -2.2663 -1.3646 -4.4740
H 0.0257 -2.3210 -5.0893
*
```

These are the Löwdin partial charges, in e, on atoms 1 to 8: atom 1 (Pd): 0.1469, atom 2 (O): -0.1777, atom 3 (C): -0.4959, atom 4 (C): -0.2856, atom 5 (C): -0.0832, atom 6 (C): -0.1703, atom 7 (C): -0.1783, atom 8 (C): -0.1708

Largest force on an atom values (in eV/A) by entry order: 7.01 0.48 1.02.